Molecular formula: C6H10N2
Method: DFT, wB97M-V/def2-TZVPD

As for the total energy: -9356.82759 eV. The lowest unoccupied orbital energy comes out at 1.059 eV. As for the spin multiplicity: 1. The energy above the lowest of the compared OMol25 structures with the same formula, charge and spin comes out at 7.609 eV. As for the HOMO-LUMO gap: 10.265 eV.

CARTESIAN COORDINATES (ANGSTROEM)
C (-1.0410, 1.7706, 1.1426)
C (1.2794, -0.5749, 1.3548)
C (0.7959, -1.1325, 0.0080)
C (0.7958, -0.8920, -1.5453)
C (-0.6322, -0.3129, -1.4263)
C (-0.1644, 0.0037, -0.0674)
H (-1.9319, 2.3399, 0.5269)
H (-0.1501, 2.3410, 1.1060)
H (-1.2771, 1.6019, 2.1680)
H (2.1180, -0.8323, 1.7512)
H (0.4266, -2.1457, 0.1589)
H (1.5165, -0.3382, -1.9860)
H (0.8005, -1.7252, -2.2390)
H (-1.4373, -1.0745, -1.2767)
H (-0.8201, 0.1791, -2.3732)
H (0.3910, 0.7632, -0.2434)
N (-0.8528, 0.1445, 1.0073)
N (0.1834, -0.1157, 1.9335)